114
Properties=species:S:1:pos:R:3 method="wB97M-V/def2-TZVPD" gap_ha=0.054 homo_ha=-0.410 total_charge=+1 largest_force_ha_per_bohr=0.0732
Tl -19.158 27.577 -18.368
S -18.269 31.630 -19.230
O -18.570 30.358 -18.560
O -16.829 31.719 -19.482
O -19.052 31.672 -20.471
O -18.564 32.745 -18.320
C -16.945 29.221 -15.713
O -17.008 28.022 -16.439
C -15.897 27.163 -16.310
C -16.217 25.845 -17.061
N -16.451 26.158 -18.462
C -16.531 24.923 -19.244
C -16.937 25.308 -20.695
O -18.229 25.806 -20.786
C -18.560 25.946 -22.149
H -16.017 29.785 -15.817
H -17.016 28.912 -14.671
H -17.775 29.889 -15.940
H -15.840 26.998 -15.234
H -14.943 27.568 -16.648
H -17.002 25.232 -16.619
H -15.374 25.157 -16.994
H -15.598 26.622 -18.743
H -17.194 24.131 -18.897
H -15.534 24.483 -19.246
H -16.740 24.455 -21.346
H -16.210 26.048 -21.030
H -18.030 26.752 -22.656
H -19.585 26.316 -22.135
H -18.530 25.043 -22.759
C -21.198 38.652 -9.036
O -21.106 39.838 -9.864
C -20.908 39.622 -11.229
C -19.623 38.899 -11.569
N -19.629 38.440 -12.951
C -18.317 37.741 -13.253
C -18.462 37.011 -14.633
O -19.444 35.939 -14.520
C -19.780 35.327 -15.760
H -21.829 38.816 -8.162
H -20.199 38.450 -8.652
H -21.655 37.803 -9.545
H -20.948 40.553 -11.794
H -21.786 39.060 -11.546
H -19.551 37.985 -10.979
H -18.863 39.602 -11.227
H -20.382 37.801 -13.164
H -18.258 36.923 -12.536
H -17.456 38.410 -13.234
H -17.496 36.585 -14.903
H -18.849 37.756 -15.329
H -20.404 34.465 -15.525
H -18.980 34.965 -16.405
H -20.379 35.988 -16.387
C -15.533 28.436 -22.836
O -16.552 29.243 -23.463
C -16.311 30.682 -23.339
C -17.608 31.464 -23.725
N -17.973 31.118 -25.068
C -19.304 31.680 -25.317
C -19.559 31.598 -26.836
O -20.893 31.647 -27.079
C -21.205 31.417 -28.417
H -15.658 27.379 -23.067
H -15.368 28.411 -21.759
H -14.574 28.657 -23.303
H -15.448 31.015 -23.915
H -15.983 30.955 -22.336
H -17.232 32.486 -23.774
H -18.392 31.238 -23.003
H -18.120 30.130 -24.920
H -19.424 32.738 -25.081
H -20.113 31.124 -24.843
H -19.169 30.653 -27.215
H -18.948 32.385 -27.277
H -21.355 30.340 -28.495
H -20.442 31.707 -29.139
H -22.158 31.789 -28.794
C -16.029 35.334 -18.816
O -16.269 34.446 -19.976
H -15.394 34.899 -18.045
H -15.595 36.291 -19.107
H -16.935 35.410 -18.215
H -16.502 33.576 -19.643
O -18.696 34.263 -21.376
H -18.750 33.327 -21.180
H -17.822 34.519 -21.084
O -21.294 31.969 -21.477
H -20.423 31.818 -21.109
H -21.177 32.710 -22.071
O -18.998 29.062 -21.108
H -18.300 29.291 -21.723
H -19.432 29.894 -20.917
O -16.493 28.852 -19.453
H -15.615 28.470 -19.441
H -16.344 29.796 -19.509
O -17.530 32.731 -15.991
H -17.947 32.774 -16.851
H -16.757 32.183 -16.127
O -14.403 31.738 -20.269
H -14.358 32.644 -20.574
H -15.317 31.617 -20.010
O -20.903 31.682 -17.031
H -21.508 32.130 -17.622
H -20.041 31.812 -17.426
O -21.321 29.559 -19.132
H -22.153 29.243 -19.484
H -21.567 30.261 -18.529
O -20.049 34.779 -19.029
H -19.611 33.963 -18.785
H -19.756 34.948 -19.925
O -15.221 31.972 -17.301
H -15.893 31.764 -17.949
H -14.445 32.187 -17.819

=====

27
Properties=species:S:1:pos:R:3 method="wB97M-V/def2-TZVPD" gap_ha=0.340 relative_energy_ev=0.000 homo_ha=-0.322 total_charge=0 largest_force_ha_per_bohr=0.0691
C -2.614 1.893 -0.143
C -2.347 0.773 0.520
C -1.172 -1.639 -0.531
C 2.659 0.669 -0.672
C 1.604 1.338 -1.462
C 2.207 0.450 0.765
C -0.191 -0.441 -0.124
C -1.206 -2.711 0.490
C -0.941 0.484 0.941
O -1.805 -1.572 -1.536
O 1.874 -1.983 -0.018
S 0.186 0.261 -1.758
S 1.124 -1.083 0.832
H -3.591 2.084 -0.438
H -1.804 2.610 -0.064
H -3.141 0.136 0.950
H 2.885 -0.317 -1.100
H 3.606 1.348 -0.709
H 1.251 2.364 -1.154
H 2.035 1.535 -2.566
H 2.930 0.244 1.575
H 1.546 1.333 1.188
H -1.267 -3.690 -0.028
H -2.237 -2.609 1.000
H -0.338 -2.776 1.162
H -0.425 1.395 0.946
H -0.826 -0.096 1.933

=====

117
Properties=species:S:1:pos:R:3 method="wB97M-V/def2-TZVPD" smiles="Nc1cnc2c(CCCCl)cccc2n1.O=S1(=O)CCCC1.O=S1(=O)CCCC1.O=S1(=O)CCCC1.O=S1(=O)CCCC1.O=S1(=O)CCCC1.O=S1(=O)CCCC1" gap_ha=0.299 homo_ha=-0.295 total_charge=0 largest_force_ha_per_bohr=0.0189
N 5.882 -3.804 3.004
C 4.789 -3.102 2.387
C 3.917 -3.798 1.514
N 2.921 -3.249 0.889
C 2.737 -1.923 1.157
C 1.651 -1.233 0.554
C 0.687 -1.942 -0.374
C -0.669 -2.143 0.323
C -0.765 -3.306 1.284
Cl 0.064 -3.038 2.848
C 1.445 0.094 0.831
C 2.279 0.780 1.736
C 3.334 0.127 2.316
C 3.582 -1.231 2.044
N 4.642 -1.844 2.655
H 5.503 -4.417 3.719
H 6.286 -4.414 2.301
H 4.091 -4.855 1.355
H 1.093 -2.856 -0.782
H 0.498 -1.242 -1.180
H -0.892 -1.222 0.850
H -1.422 -2.311 -0.442
H -0.434 -4.240 0.849
H -1.810 -3.446 1.547
H 0.622 0.608 0.358
H 2.041 1.812 1.935
H 3.981 0.637 3.013
O -3.445 0.155 0.081
S -3.279 0.786 1.368
O -2.261 1.789 1.582
C -4.861 1.436 1.893
C -5.503 0.278 2.652
C -4.390 -0.327 3.519
C -3.149 -0.487 2.628
H -5.425 1.759 1.021
H -4.666 2.283 2.550
H -6.345 0.617 3.255
H -5.873 -0.469 1.947
H -4.166 0.346 4.341
H -4.685 -1.278 3.952
H -2.222 -0.346 3.180
H -3.132 -1.450 2.122
O 1.596 4.887 0.295
S 1.392 4.867 1.721
O 2.080 3.901 2.541
C 1.656 6.513 2.370
C 0.283 7.172 2.281
C -0.724 6.114 2.754
C -0.374 4.797 2.048
H 2.423 7.012 1.784
H 1.983 6.408 3.405
H 0.237 8.076 2.887
H 0.071 7.449 1.247
H -0.637 5.987 3.835
H -1.750 6.409 2.541
H -0.582 3.923 2.660
H -0.880 4.701 1.090
O 3.827 5.268 -3.950
S 4.777 4.572 -3.118
O 5.964 5.234 -2.637
C 3.908 3.816 -1.752
C 3.500 2.443 -2.277
C 4.720 1.905 -3.037
C 5.235 3.036 -3.938
H 3.065 4.438 -1.465
H 4.610 3.730 -0.923
H 3.204 1.780 -1.465
H 2.652 2.542 -2.958
H 5.496 1.620 -2.324
H 4.473 1.020 -3.623
H 6.315 3.014 -4.059
H 4.752 3.029 -4.913
O -0.711 -0.986 -3.306
S -1.459 -2.216 -3.374
O -0.973 -3.423 -2.745
C -3.132 -1.893 -2.824
C -3.865 -1.487 -4.099
C -3.392 -2.462 -5.188
C -1.864 -2.550 -5.089
H -3.119 -1.121 -2.056
H -3.528 -2.823 -2.416
H -4.945 -1.524 -3.963
H -3.595 -0.465 -4.373
H -3.834 -3.445 -5.012
H -3.697 -2.139 -6.182
H -1.493 -3.537 -5.352
H -1.379 -1.799 -5.698
O -4.403 -0.706 6.514
S -3.097 -0.476 7.080
O -1.939 -1.179 6.597
C -2.772 1.286 7.069
C -3.341 1.782 8.394
C -2.918 0.747 9.445
C -3.213 -0.643 8.867
H -3.240 1.734 6.195
H -1.691 1.418 7.024
H -2.974 2.779 8.636
H -4.431 1.829 8.337
H -1.848 0.845 9.641
H -3.438 0.895 10.390
H -2.495 -1.390 9.193
H -4.224 -0.972 9.099
O -0.987 -4.097 -8.879
S 0.091 -3.418 -8.206
O -0.130 -2.185 -7.494
C 0.921 -4.586 -7.132
C 1.996 -5.209 -8.019
C 2.610 -4.048 -8.813
C 1.452 -3.202 -9.359
H 0.198 -5.303 -6.751
H 1.360 -4.022 -6.309
H 2.742 -5.734 -7.426
H 1.542 -5.928 -8.704
H 3.229 -3.441 -8.150
H 3.247 -4.404 -9.621
H 1.699 -2.145 -9.412
H 1.115 -3.553 -10.332

=====

82
Properties=species:S:1:pos:R:3 method="wB97M-V/def2-TZVPD" gap_ha=0.218 relative_energy_ev=0.013 homo_ha=-0.278 total_charge=0 largest_force_ha_per_bohr=0.0461
Tl 9.708 12.534 12.565
C 9.676 18.024 18.306
C 10.806 17.246 18.093
C 10.892 16.262 17.105
C 9.780 16.078 16.218
C 8.684 16.932 16.423
C 8.612 17.836 17.458
C 9.733 15.018 15.146
C 9.732 13.672 15.582
C 9.738 13.199 16.897
C 9.726 11.833 16.865
C 9.620 11.435 15.479
C 9.528 10.067 15.019
C 10.035 9.000 15.918
C 11.400 8.639 15.724
C 11.990 7.649 16.459
C 11.257 7.071 17.508
C 9.939 7.441 17.753
C 9.316 8.404 16.908
C 9.241 9.677 13.705
N 9.002 10.539 12.621
C 8.786 9.790 11.495
C 8.488 10.305 10.217
C 8.216 9.263 9.175
C 6.921 9.120 8.723
C 6.660 8.174 7.743
C 7.623 7.308 7.283
C 8.934 7.465 7.765
C 9.227 8.421 8.706
C 8.574 11.612 9.783
C 8.491 12.071 8.412
C 8.807 13.358 8.455
C 9.043 13.778 9.848
N 8.814 12.667 10.626
C 9.373 15.036 10.304
C 9.683 15.469 11.633
C 10.158 16.758 12.064
C 10.253 16.701 13.409
C 9.805 15.422 13.850
N 9.469 14.709 12.731
C 9.572 16.085 9.238
C 10.795 16.292 8.595
C 10.887 17.188 7.528
C 9.776 17.825 7.065
C 8.549 17.618 7.674
C 8.430 16.739 8.748
C 8.785 8.380 11.922
C 9.064 8.340 13.213
N 9.635 12.560 14.734
H 9.686 18.742 19.135
H 11.642 17.418 18.806
H 11.790 15.731 16.860
H 7.879 16.768 15.716
H 7.680 18.426 17.519
H 9.809 13.755 17.791
H 9.719 11.239 17.791
H 11.922 9.111 14.874
H 12.993 7.249 16.356
H 11.727 6.312 18.114
H 9.454 7.006 18.595
H 8.332 8.813 17.133
H 6.103 9.679 9.102
H 5.643 7.952 7.464
H 7.370 6.443 6.662
H 9.746 6.840 7.426
H 10.260 8.545 9.061
H 8.230 11.419 7.546
H 8.779 14.030 7.608
H 10.461 17.581 11.432
H 10.614 17.471 14.080
H 11.658 15.736 8.948
H 11.859 17.291 7.062
H 9.923 18.444 6.155
H 7.636 18.134 7.316
H 7.539 16.505 9.231
H 8.620 7.482 11.341
H 9.154 7.465 13.814
F 12.519 11.805 13.002
B 12.908 12.443 11.776
F 11.605 12.447 11.029
F 13.815 11.710 11.024
F 13.250 13.769 11.921

=====

15
Properties=species:S:1:pos:R:3 method="wB97M-V/def2-TZVPD" smiles="CC(=O)[C@H](S)CC#N" gap_ha=0.384 relative_energy_ev=1.503 homo_ha=-0.367 total_charge=0 largest_force_ha_per_bohr=0.0854
C -1.446 0.624 0.357
C -0.509 -0.340 -0.311
O -0.785 -1.314 -0.970
C 0.926 0.203 -0.038
S 0.972 2.003 -0.566
C 2.036 -0.744 -0.691
C 3.256 -0.722 -0.013
N 4.258 -0.685 0.567
H -2.506 0.453 0.228
H -1.204 1.601 0.101
H -1.199 0.434 1.481
H 1.066 -0.029 1.030
H 2.302 1.995 -0.747
H 1.592 -1.759 -0.866
H 2.210 -0.358 -1.739

=====

128
Properties=species:S:1:pos:R:3 method="wB97M-V/def2-TZVPD" gap_ha=0.324 homo_ha=-0.330 total_charge=0 largest_force_ha_per_bohr=0.0627
C -4.403 -4.319 0.174
N -4.229 -5.537 1.021
O -5.261 -5.958 1.547
O -3.141 -6.017 1.123
H -3.445 -4.046 -0.250
H -4.736 -3.605 0.941
H -5.197 -4.401 -0.578
C 2.008 -0.493 -3.354
N 2.481 -1.507 -4.324
O 1.890 -1.608 -5.381
O 3.429 -2.220 -3.978
H 2.766 -0.359 -2.611
H 1.099 -0.887 -2.876
H 1.786 0.439 -3.904
C -2.975 0.014 -3.671
N -4.155 -0.691 -3.101
O -4.111 -1.882 -2.873
O -5.076 0.052 -2.768
H -2.404 0.398 -2.827
H -3.399 0.839 -4.249
H -2.383 -0.639 -4.301
C -3.077 5.377 -2.612
N -3.282 3.977 -2.122
O -3.215 3.694 -0.937
O -3.489 3.186 -3.000
H -2.079 5.488 -3.046
H -3.188 6.048 -1.753
H -3.853 5.593 -3.337
C -4.435 1.208 0.759
N -4.609 -0.131 1.366
O -5.273 -0.216 2.400
O -4.174 -1.084 0.774
H -4.364 1.189 -0.330
H -3.521 1.615 1.198
H -5.271 1.765 1.145
C -2.626 -3.622 3.879
N -2.235 -2.572 2.902
O -2.327 -1.456 3.288
O -1.790 -2.901 1.774
H -2.407 -3.273 4.883
H -2.103 -4.542 3.627
H -3.701 -3.791 3.725
C 4.849 -4.690 -1.462
N 3.870 -4.306 -0.410
O 4.192 -4.515 0.752
O 2.841 -3.738 -0.748
H 5.122 -3.746 -1.947
H 4.358 -5.387 -2.142
H 5.673 -5.164 -0.955
C -0.254 0.282 1.501
N -0.444 0.372 0.045
O -1.465 0.878 -0.386
O 0.449 -0.039 -0.673
H 0.799 0.121 1.641
H -0.853 -0.597 1.785
H -0.667 1.157 2.027
C 1.484 5.970 2.014
C 0.192 6.260 1.550
C -0.632 5.300 0.981
C -0.105 4.010 0.842
C 1.159 3.657 1.288
C 1.943 4.635 1.916
H 2.099 6.732 2.469
H -0.208 7.258 1.670
H -1.614 5.465 0.566
H -0.692 3.182 0.431
H 1.595 2.662 1.214
H 2.918 4.428 2.297
C 5.625 1.952 0.978
C 5.889 0.632 1.165
C 4.965 -0.335 0.756
C 3.789 0.062 0.163
C 3.551 1.413 -0.053
C 4.437 2.339 0.354
H 6.368 2.705 1.235
H 6.788 0.280 1.661
H 5.093 -1.376 1.004
H 3.021 -0.604 -0.205
H 2.625 1.808 -0.491
H 4.246 3.390 0.260
C 2.904 3.795 -3.936
C 2.599 3.664 -5.298
C 1.389 3.157 -5.685
C 0.430 2.772 -4.747
C 0.718 2.879 -3.404
C 1.982 3.408 -2.987
H 3.830 4.281 -3.639
H 3.290 4.036 -6.052
H 1.238 2.988 -6.742
H -0.493 2.434 -5.198
H -0.039 2.503 -2.719
H 2.168 3.437 -1.920
C 1.021 -1.572 4.839
C 1.794 -1.163 3.770
C 2.024 -2.047 2.718
C 1.569 -3.391 2.820
C 0.840 -3.744 3.967
C 0.596 -2.839 4.979
H 0.737 -0.862 5.599
H 2.214 -0.173 3.768
H 2.628 -1.791 1.857
H 1.846 -4.158 2.122
H 0.458 -4.743 4.114
H 0.086 -3.162 5.876
C -0.284 -4.298 -5.560
C 0.935 -4.706 -5.037
C 1.275 -4.437 -3.694
C 0.332 -3.866 -2.887
C -0.893 -3.454 -3.393
C -1.225 -3.691 -4.696
H -0.449 -4.408 -6.625
H 1.725 -5.101 -5.665
H 2.243 -4.674 -3.282
H 0.504 -3.678 -1.837
H -1.671 -2.994 -2.792
H -2.129 -3.332 -5.174
C -0.468 2.708 5.856
C -0.777 1.547 6.532
C -1.887 0.777 6.102
C -2.651 1.206 5.026
C -2.353 2.391 4.347
C -1.240 3.117 4.763
H 0.445 3.261 6.067
H -0.218 1.217 7.383
H -2.144 -0.159 6.588
H -3.478 0.573 4.727
H -2.915 2.651 3.461
H -1.031 4.056 4.250